[1]
Entry from OMol25: a structure of composition CH2O2 at a distorted geometry (the ωB97M-V functional and the def2-TZVPD basis).

```
5
Properties=species:S:1:pos:R:3:mulliken_charge:R:1
O -3.36 -9.37 -2.47 -0.3564
C -2.74 -9.90 -3.34 0.7085
H 3.98 14.95 5.28 0.0000
O -2.05 -10.02 -4.31 -0.3521
H 4.18 14.34 4.85 0.0000
```

The calculation puts the total energy at -189.768545 Eh. Its HOMO energy is -12.91 eV. The value obtained for the HOMO-LUMO gap is 13.01 eV. The calculation puts the largest force on an atom at 3.92 eV Å⁻¹.

---

[2]
Entry from OMol25: an isolated molecule of CH2O2 at a distorted geometry (the ωB97M-V functional and the def2-TZVPD basis).

```
5
Properties=species:S:1:pos:R:3:mulliken_charge:R:1
O -1.48 -0.53 -0.01 -0.4320
C -0.44 0.03 -0.08 0.2963
H -0.30 1.12 0.03 0.1996
H 1.52 -0.03 0.09 0.3605
O 0.70 -0.60 -0.04 -0.4243
```

The SMILES is O=CO. The calculation puts the total energy at -189.776881 Eh. Its HOMO energy is -10.87 eV. The value obtained for the HOMO-LUMO gap is 11.34 eV. The calculation puts the largest force on an atom at 3.25 eV Å⁻¹.

---

[3]
Entry from OMol25: an isolated molecule of CH2O2 (the ωB97M-V functional and the def2-TZVPD basis).

```
5
Properties=species:S:1:pos:R:3:mulliken_charge:R:1
H -0.31 1.43 0.20 0.2556
O 1.17 0.09 0.12 -0.4329
H -1.79 -0.22 -0.35 0.3398
O -0.91 -0.55 -0.17 -0.4224
C 0.02 0.39 0.07 0.2599
```

The SMILES is O=CO. The calculation puts the total energy at -189.781525 Eh. Its HOMO energy is -10.90 eV. The value obtained for the HOMO-LUMO gap is 11.47 eV. The calculation puts the largest force on an atom at 0.61 eV Å⁻¹.

---

[4]
Entry from OMol25: a cluster of 2 separate species, CH2O2S in total at a distorted geometry (the ωB97M-V functional and the def2-TZVPD basis).

```
6
Properties=species:S:1:pos:R:3:mulliken_charge:R:1
O 2.25 -0.19 -0.31 -0.2276
O 0.88 0.23 -0.74 -0.1653
S -2.31 0.17 -0.84 -0.1588
H 0.77 0.00 1.35 0.1974
H -2.95 -0.65 0.05 0.1594
C 1.37 0.45 0.48 0.1949
```

The calculation puts the total energy at -587.697676 Eh. Its HOMO energy (spin up / spin down) is -10.24 / -9.17 eV. The value obtained for the HOMO-LUMO gap (spin up / spin down) is 9.99 / 6.61 eV. The calculation puts the largest force on an atom at 2.03 eV Å⁻¹.

---

[5]
Entry from OMol25: an isolated molecule of CH2O2S at a distorted geometry (the ωB97M-V functional and the def2-TZVPD basis).

```
6
Properties=species:S:1:pos:R:3:mulliken_charge:R:1
H -0.33 -0.35 -1.59 0.2611
O 1.11 -1.46 0.31 -0.5303
S 0.16 -0.54 0.89 0.2882
H 0.83 0.70 1.44 0.1583
C -0.60 0.33 -0.60 0.1686
O -1.17 1.33 -0.44 -0.3459
```

The calculation puts the total energy at -587.880310 Eh. Its HOMO energy is -9.51 eV. The value obtained for the HOMO-LUMO gap is 9.42 eV. The calculation puts the largest force on an atom at 3.19 eV Å⁻¹.

---

[6]
Entry from OMol25: an isolated molecule of CH2O2S (the ωB97M-V functional and the def2-TZVPD basis).

```
6
Properties=species:S:1:pos:R:3:mulliken_charge:R:1
S 1.34 -0.05 0.00 -0.3247
O -1.08 -1.10 0.00 -0.4153
O -1.06 1.09 0.00 -0.4423
C -0.31 -0.02 0.00 0.4907
H -0.46 1.85 0.01 0.3443
H -1.99 -0.82 0.00 0.3473
```

The SMILES is OC(O)=S. The calculation puts the total energy at -587.973839 Eh. Its HOMO energy is -9.17 eV. The value obtained for the HOMO-LUMO gap is 9.60 eV. The calculation puts the largest force on an atom at 0.79 eV Å⁻¹.